Entry 1:
{
  "formula": "C6H19O7Pd",
  "method": "ωB97M-V/def2-TZVPD",
  "spin_multiplicity": 3,
  "total_charge": 1,
  "energy_ha": -894.2138,
  "lumo_energy_ha": [-0.09747, -0.13600],
  "e_above_lowest_kcal_mol": 0.0,
  "homo_lumo_gap_ev": [9.0, 7.9],
  "s_squared": 2.0051,
  "elements": ["Pd", "O", "H", "C", "C", "O", "O", "H", "H", "H", "H", "H", "H", "C", "C", "O", "O", "H", "H", "H", "H", "H", "H", "C", "C", "O", "O", "H", "H", "H", "H", "H", "H"],
  "positions_angstrom": [[-4.302, -21.127, -12.701], [-4.238, -23.133, -12.095], [-3.330, -23.230, -11.795], [-0.931, -20.729, -13.167], [-1.491, -21.985, -13.838], [-2.770, -21.688, -14.365], [-1.932, -20.255, -12.256], [-0.758, -19.967, -13.930], [0.019, -21.009, -12.710], [-1.451, -22.813, -13.123], [-0.824, -22.274, -14.657], [-2.878, -22.060, -15.242], [-1.579, -19.490, -11.789], [-5.486, -20.666, -9.865], [-6.611, -20.259, -10.802], [-6.538, -21.131, -11.956], [-4.272, -20.467, -10.625], [-5.540, -21.746, -9.672], [-5.515, -20.136, -8.914], [-6.487, -19.202, -11.046], [-7.614, -20.429, -10.409], [-7.207, -20.866, -12.595], [-3.568, -20.545, -9.963], [-5.940, -19.997, -15.114], [-4.834, -19.027, -14.737], [-4.768, -18.920, -13.302], [-5.673, -21.321, -14.635], [-5.988, -19.985, -16.205], [-6.865, -19.650, -14.653], [-5.020, -18.080, -15.243], [-3.876, -19.419, -15.090], [-4.694, -17.999, -13.033], [-5.688, -21.999, -15.316]],
  "lowdin_spin": [1.485, 0.284, 0.008, 0.000, 0.001, 0.026, 0.012, 0.000, 0.000, 0.000, 0.000, 0.002, 0.001, 0.005, 0.001, 0.061, 0.054, 0.000, 0.002, 0.000, 0.002, 0.001, 0.002, 0.001, 0.000, 0.020, 0.029, 0.001, 0.000, 0.000, 0.000, 0.002, 0.000]
}

***

Entry 2:
{
  "formula": "C6H19PSi2",
  "method": "ωB97M-V/def2-TZVPD",
  "spin_multiplicity": 1,
  "total_charge": 0,
  "energy_ha": -1160.2104,
  "lumo_energy_ha": 0.01256,
  "e_above_lowest_kcal_mol": 32.3,
  "homo_lumo_gap_ev": 7.8,
  "elements": ["C", "C", "C", "C", "C", "C", "Si", "Si", "P", "H", "H", "H", "H", "H", "H", "H", "H", "H", "H", "H", "H", "H", "H", "H", "H", "H", "H", "H"],
  "positions_angstrom": [[-2.397, 0.596, 0.554], [3.297, 0.709, -0.949], [0.606, 1.673, -2.216], [1.237, 2.175, 0.680], [0.451, -0.765, -0.394], [-2.037, -3.102, 1.117], [-1.448, -0.818, -0.393], [1.400, 0.872, -0.677], [-0.946, -2.762, 2.423], [-1.943, 0.601, 1.485], [-2.247, 1.405, -0.146], [-3.457, 0.231, 0.726], [3.993, 0.460, -0.147], [3.537, -0.057, -1.621], [3.549, 1.702, -1.317], [1.059, 2.642, -2.649], [0.830, 1.065, -3.013], [-0.382, 1.801, -2.066], [2.161, 2.365, 1.214], [0.904, 3.166, 0.304], [0.491, 1.811, 1.302], [0.844, -1.252, 0.561], [0.709, -1.723, -1.028], [-1.638, -3.450, 0.137], [-3.046, -2.763, 1.160], [-2.300, -1.395, -1.588], [-1.567, -1.681, 3.087], [-1.661, -3.507, 3.452]],
  "mulliken_charge": [-0.924, -1.133, -1.238, -1.085, -0.517, -0.829, 0.225, 0.336, -0.159, 0.315, 0.307, 0.314, 0.361, 0.366, 0.246, 0.301, 0.396, 0.417, 0.369, 0.338, 0.310, 0.283, 0.302, 0.355, 0.397, -0.048, -0.034, 0.026]
}

***

Entry 3:
{
  "formula": "C6H20BCl2MgO6S2",
  "method": "ωB97M-V/def2-TZVPD",
  "spin_multiplicity": 1,
  "total_charge": -1,
  "energy_ha": -2633.6127,
  "lumo_energy_ha": -0.00950,
  "e_above_lowest_kcal_mol": 180.0,
  "homo_lumo_gap_ev": 6.0,
  "elements": ["Mg", "Cl", "Cl", "B", "H", "H", "H", "H", "O", "S", "O", "O", "C", "C", "C", "H", "H", "H", "H", "H", "H", "H", "H", "O", "S", "O", "O", "C", "C", "C", "H", "H", "H", "H", "H", "H", "H", "H"],
  "positions_angstrom": [[22.873, 5.245, 0.340], [24.286, 2.189, -1.095], [23.498, 8.336, -1.215], [20.547, 5.043, 2.691], [21.039, 5.988, 2.519], [19.493, 5.118, 2.470], [20.992, 4.225, 2.145], [20.558, 4.803, 3.743], [27.613, 6.272, 4.085], [26.248, 6.031, 4.490], [25.306, 5.405, 3.531], [26.259, 5.141, 5.883], [25.059, 4.548, 6.408], [24.732, 3.204, 5.742], [25.508, 7.522, 5.154], [24.171, 5.177, 6.467], [25.198, 4.304, 7.462], [24.623, 3.294, 4.661], [23.913, 2.608, 6.146], [25.615, 2.593, 5.929], [26.109, 7.861, 5.998], [24.483, 7.295, 5.446], [25.608, 8.306, 4.403], [19.155, 4.726, -3.162], [17.954, 4.035, -3.678], [16.826, 3.756, -2.747], [17.232, 4.916, -4.961], [18.117, 5.481, -5.951], [17.235, 6.376, -6.888], [18.417, 2.562, -4.700], [18.678, 4.757, -6.541], [18.874, 6.123, -5.500], [16.571, 7.079, -6.384], [16.711, 5.663, -7.524], [17.899, 6.970, -7.515], [19.247, 2.780, -5.371], [17.563, 2.541, -5.376], [18.551, 1.684, -4.068]],
  "mulliken_charge": [1.175, -0.742, -0.723, 0.327, -0.315, -0.160, -0.367, -0.185, -0.591, 1.131, -0.527, -0.336, -0.225, -1.052, -0.947, 0.223, 0.324, 0.287, 0.368, 0.299, 0.328, 0.327, 0.386, -0.559, 1.073, -0.574, -0.344, -0.126, -1.228, -0.892, 0.280, 0.335, 0.325, 0.299, 0.375, 0.323, 0.335, 0.373]
}

***

Entry 4:
{
  "formula": "C6H20N2O2",
  "method": "ωB97M-V/def2-TZVPD",
  "spin_multiplicity": 1,
  "total_charge": 0,
  "smiles": "CCN(C)CCNC.O.O",
  "energy_ha": -500.5596,
  "lumo_energy_ha": 0.02422,
  "e_above_lowest_kcal_mol": 29.1,
  "homo_lumo_gap_ev": 9.4,
  "elements": ["C", "C", "N", "C", "C", "C", "N", "C", "H", "H", "H", "H", "H", "H", "H", "H", "H", "H", "H", "H", "H", "H", "H", "H", "H", "H", "O", "H", "H", "O"],
  "positions_angstrom": [[2.236, -0.979, 1.034], [2.209, 0.560, 0.844], [1.363, 1.105, -0.220], [1.756, 0.628, -1.545], [-0.072, 1.043, 0.023], [-0.762, -0.330, 0.040], [-2.170, -0.182, -0.355], [-2.829, -1.485, -0.513], [3.041, -1.331, 1.674], [1.314, -1.376, 1.448], [2.444, -1.477, 0.072], [1.896, 0.986, 1.793], [3.229, 0.884, 0.618], [1.163, 1.100, -2.317], [2.824, 0.881, -1.720], [1.652, -0.469, -1.684], [-0.553, 1.658, -0.765], [-0.246, 1.577, 0.951], [-0.300, -1.003, -0.685], [-0.683, -0.835, 0.994], [-2.696, 0.354, 0.332], [-2.835, -2.097, 0.391], [-2.342, -2.019, -1.331], [-3.861, -1.282, -0.862], [-0.167, 0.476, 2.564], [0.009, 0.399, 4.077], [-0.644, 0.298, 3.373], [-2.121, 0.593, -2.261], [-0.995, 1.323, -2.863], [-1.861, 1.001, -3.109]],
  "mulliken_charge": [-0.889, -0.572, 0.145, -0.939, -1.436, -0.319, -0.298, -0.938, 0.417, 0.178, 0.269, 0.351, 0.389, 0.273, 0.325, 0.285, 0.353, 0.517, 0.405, 0.380, 0.199, 0.344, 0.323, 0.331, 0.273, 0.305, -0.679, 0.396, 0.311, -0.699]
}

***

So what do the calculations give for max |F|? Going down the list: 2.119, 4.743, 5.181, 1.097 eV/Å.